i.
Entry from OMol25: a molecular structure, C4H5N3 (ωB97M-V/def2-TZVPD).

Structure (ORCA input):
```
! wB97M-V def2-TZVPD RIJCOSX def2/J DEFGRID3
* xyz 0 1
C 1.1094 0.6044 0.1527
C 1.0881 -0.8949 -0.0677
C -1.6608 0.8941 -0.0580
C -0.3402 0.5635 -0.1106
H 1.7626 1.1709 -0.5236
H 1.5099 0.8422 1.1923
H 1.6079 -1.2507 -1.0709
H 1.4480 -1.5467 0.7184
H -2.1357 1.9322 -0.3141
N -0.3781 -0.7789 -0.0884
N -1.6342 -1.2726 0.0601
N -2.3768 -0.2636 0.1098
*
```

Results
LUMO: 0.8 eV
HOMO-LUMO gap: 10.3 eV

ii.
Entry from OMol25: C4H5N3 in the gas phase (ωB97M-V/def2-TZVPD).

Structure (ORCA input):
```
! wB97M-V def2-TZVPD RIJCOSX def2/J DEFGRID3
* xyz 0 1
C -1.5570 0.1957 0.1169
N -0.3666 -0.3270 -0.5470
C 0.8825 -0.3366 0.1208
C 1.9124 -0.9631 -0.7759
N 2.6637 -1.5540 -1.4334
C 1.0374 1.0654 0.9182
N 0.4888 2.0296 1.2645
H -2.1903 -0.6362 0.4279
H -2.1031 0.8524 -0.5662
H -1.3395 0.8104 1.0006
H -0.3316 -0.2136 -1.5505
H 0.9035 -0.9228 1.0241
*
```

Results
LUMO: 0.4 eV
HOMO-LUMO gap: 10.5 eV
SMILES: CNC(C#N)C#N

Here is how they stack up, most stable first: ii, i.

i.
Entry from OMol25: 2 unconnected molecules or ions with the total composition C4H7NOS (ωB97M-V/def2-TZVPD).

Structure (ORCA input):
```
! wB97M-V def2-TZVPD RIJCOSX def2/J DEFGRID3
* xyz 0 3
C -0.0750 1.6643 -0.0063
C -0.0440 0.1587 0.2469
C 0.7091 0.2646 -1.0172
C -1.3594 -0.5318 0.0881
N 0.6980 1.6193 -1.0828
O -0.5541 2.6044 0.7150
S 3.3397 0.1140 0.4473
H 0.5604 -0.1490 1.0685
H 1.3257 -0.2989 -1.6511
H -2.0443 -0.1439 -0.7358
H -1.9956 -0.2540 0.9591
H -1.4048 -1.6534 0.0296
H -0.2349 3.5415 0.5793
H 3.1214 -0.0500 -0.9135
*
```

Results
LUMO (spin up / spin down): 0.6 / -2.3 eV
HOMO-LUMO gap (spin up / spin down): 7.3 / 7.2 eV
Expectation value of S²: 2.020

ii.
Entry from OMol25: 2 unconnected molecules or ions with the total composition C4H7NOS (ωB97M-V/def2-TZVPD).

Structure (ORCA input):
```
! wB97M-V def2-TZVPD RIJCOSX def2/J DEFGRID3
* xyz 0 3
C 2.3578 -0.0459 -0.0796
C 1.9128 1.2557 -0.1362
C -0.5045 -1.2748 0.7688
C -1.3412 0.5587 -1.0900
N 2.7944 -1.1100 -0.3060
O -1.0266 1.2620 1.5870
S -0.3729 0.5641 0.4771
H 2.2281 1.8451 0.6237
H 0.1799 -1.5732 1.5364
H -1.6417 -1.4673 0.7434
H -0.0641 -1.7366 -0.1457
H -0.9555 -0.1456 -1.8228
H -2.1768 0.2624 -0.6395
H -1.3899 1.6052 -1.5166
*
```

Results
LUMO (spin up / spin down): 0.7 / -1.8 eV
HOMO-LUMO gap (spin up / spin down): 8.4 / 7.6 eV
Expectation value of S²: 2.032

Here is how they stack up, most stable first: i, ii.

i.
Entry from OMol25: C3H3N3O in the gas phase (ωB97M-V/def2-TZVPD).

Structure (ORCA input):
```
! wB97M-V def2-TZVPD RIJCOSX def2/J DEFGRID3
* xyz 0 1
O 1.7582 -0.5077 0.5562
C 0.9306 -0.0427 -0.4046
C 0.4144 1.2891 -0.2568
N -0.7044 1.1874 0.4152
N -1.3711 0.0611 0.6130
C -1.0986 -0.8844 -0.3034
N 0.0946 -0.9364 -0.8661
H 1.0441 -0.8367 1.1575
H 0.8450 2.2568 -0.4864
H -1.8197 -1.6688 -0.4968
*
```

Results
LUMO (spin up / spin down): -0.6 / -0.6 eV
HOMO-LUMO gap (spin up / spin down): 9.1 / 9.1 eV
SMILES: Oc1cnncn1

ii.
Entry from OMol25: a molecular structure, C3H3N3O (ωB97M-V/def2-TZVPD).

Structure (ORCA input):
```
! wB97M-V def2-TZVPD RIJCOSX def2/J DEFGRID3
* xyz 0 1
N -1.0891 -0.6369 -0.7382
C -0.5907 -0.3023 -1.8388
N -0.1304 -1.6203 1.9131
N 0.1232 -1.0562 2.8242
O -0.5648 1.3037 0.9783
C 0.2744 1.3340 0.1019
C 0.4227 0.5072 -1.0838
H -1.1254 -1.6277 -0.4857
H 1.0466 2.1341 0.0862
H 1.4161 0.4338 -1.5240
*
```

Results
LUMO (spin up / spin down): -1.1 / -1.1 eV
HOMO-LUMO gap (spin up / spin down): 7.7 / 7.7 eV

Here is how they stack up, most stable first: i, ii.